1.
62
Properties=species:S:1:pos:R:3:lowdin_charge:R:1 method="wB97M-V/def2-TZVPD" lumo_ev="-0.504 / -1.478" homo_lumo_gap_ev="8.04 / 7.14" spin_multiplicity=5 homo_energy_ha="-0.3140 / -0.3168"
Rh 1.860 -1.066 0.364 1.119
O 1.231 -0.069 -5.539 0.118
C 2.527 -0.161 -5.211 -0.492
O 3.406 -0.167 -6.035 0.110
C 2.861 -0.230 -3.775 -0.064
C 4.143 -0.304 -3.334 0.002
N 4.139 -0.389 -2.006 0.069
N 2.881 -0.423 -1.549 0.011
C 2.078 -0.320 -2.599 -0.121
C 0.592 -0.417 -2.289 -0.535
O -0.257 -0.312 -3.168 0.042
O 0.306 -0.677 -1.044 -0.196
H 0.673 -0.096 -4.709 0.080
H 5.038 -0.290 -3.930 0.150
H 4.938 -0.588 -1.381 0.124
O -0.897 -1.836 2.827 0.116
C -1.024 -2.413 1.804 -0.160
O 3.231 -0.124 4.053 0.072
C 2.726 0.164 2.982 -0.543
O 3.090 -0.326 1.807 -0.214
C 1.662 1.325 2.912 -0.124
C 1.252 1.868 4.099 -0.025
C 0.423 2.976 4.140 0.029
C -0.015 3.464 2.936 -0.216
O -0.874 4.524 2.713 0.031
C -0.711 4.789 1.329 -0.132
O -0.245 3.565 0.719 0.011
C 0.371 2.905 1.744 -0.247
C 1.187 1.820 1.694 0.034
H 1.646 1.441 5.003 0.120
H 0.085 3.405 5.048 0.114
H 0.026 5.562 1.143 0.134
H -1.621 5.167 0.853 0.138
H 1.503 1.502 0.714 0.103
C -4.237 1.189 0.594 -0.146
C -2.863 1.314 1.234 -0.116
N -2.305 -0.025 1.430 0.148
C -2.494 -0.977 0.547 -0.231
N -1.743 -2.151 0.676 0.016
C -1.636 -3.161 -0.396 -0.110
C -2.992 -3.227 -1.070 -0.129
C -3.425 -1.850 -1.533 -0.109
N -3.360 -0.861 -0.443 0.012
C -4.123 0.385 -0.672 -0.109
H -4.591 2.184 0.312 0.130
H -4.958 0.806 1.264 0.109
H -2.946 1.779 2.217 0.135
H -2.170 1.934 0.601 0.140
H -1.712 -0.198 2.251 0.143
H -1.317 -4.071 0.113 0.131
H -0.819 -2.811 -1.065 0.124
H -3.714 -3.607 -0.386 0.114
H -2.946 -3.900 -1.915 0.127
H -4.470 -1.863 -1.899 0.135
H -2.823 -1.478 -2.370 0.133
H -5.088 0.104 -1.117 0.134
H -3.564 0.978 -1.432 0.152
N 6.266 -1.857 -0.184 0.102
C 5.501 -2.672 0.082 -0.405
N 4.654 -3.600 0.385 0.086
C 3.406 -3.410 0.288 -0.377
N 2.238 -3.223 0.170 0.002

2.
53
Properties=species:S:1:pos:R:3:lowdin_charge:R:1 method="wB97M-V/def2-TZVPD" lumo_ev=-0.816 homo_lumo_gap_ev=6.34 homo_energy_ha=-0.2629
C -4.440 3.116 -0.324 -0.067
C -4.030 2.427 0.818 -0.038
C -3.439 1.177 0.657 -0.257
C -3.199 0.651 -0.597 -0.246
C -3.605 1.327 -1.742 -0.036
C -4.243 2.558 -1.594 -0.067
S -2.321 -0.920 -0.616 0.687
O -3.261 -1.928 -1.070 -0.317
O -1.070 -0.703 -1.318 -0.313
C -2.024 -1.044 1.098 -0.434
C -0.774 -1.710 1.585 -0.243
C -0.772 -3.240 1.354 -0.190
C -1.968 -3.957 1.386 -0.026
C -1.922 -5.361 1.469 -0.072
C -0.700 -6.036 1.447 -0.095
C 0.468 -5.313 1.208 -0.075
C 0.434 -3.917 1.137 -0.037
S -2.946 0.098 1.980 0.678
O -2.124 0.939 2.849 -0.349
O -4.144 -0.519 2.517 -0.319
H -4.917 4.090 -0.219 0.107
H -4.171 2.829 1.819 0.121
H -3.428 0.863 -2.711 0.125
H -4.590 3.079 -2.484 0.106
H 0.035 -1.276 0.961 0.157
H -2.926 -3.428 1.381 0.123
H -2.856 -5.922 1.563 0.106
H -0.661 -7.124 1.601 0.105
H 1.425 -5.823 1.093 0.106
H 1.330 -3.333 0.906 0.126
C 3.948 0.273 3.189 -0.068
C 3.210 -1.032 3.203 -0.209
O 1.823 -0.701 2.935 0.029
C 1.015 -1.731 3.231 -0.415
C -0.435 -1.402 3.018 -0.105
N -1.277 -2.169 3.997 0.074
C -1.046 -3.485 4.255 0.003
C -1.788 -4.182 5.200 -0.006
C -2.973 -3.621 5.678 -0.015
C -3.303 -2.339 5.247 -0.008
C -2.374 -1.595 4.549 0.000
O 1.461 -2.810 3.602 0.083
H 5.001 0.060 3.358 0.080
H 3.833 0.819 2.250 0.086
H 3.612 0.915 4.007 0.084
H 3.536 -1.731 2.420 0.136
H 3.282 -1.498 4.193 0.128
H -0.569 -0.348 3.230 0.141
H -0.204 -3.945 3.740 0.125
H -1.427 -5.170 5.497 0.125
H -3.621 -4.185 6.344 0.121
H -4.268 -1.878 5.447 0.130
H -2.462 -0.523 4.407 0.115

3.
55
Properties=species:S:1:pos:R:3:lowdin_charge:R:1 method="wB97M-V/def2-TZVPD" lumo_ev="-1.649 / -1.648" homo_lumo_gap_ev="5.93 / 5.93" homo_energy_ha="-0.2786 / -0.2786"
Au -0.038 -0.247 0.168 0.814
C 0.961 6.435 1.884 -0.071
O 0.676 6.858 0.560 -0.095
C 1.549 6.440 -0.421 -0.230
C 2.242 7.404 -1.141 0.004
C 3.095 7.043 -2.167 -0.081
C 3.276 5.706 -2.469 -0.082
C 2.575 4.731 -1.780 -0.021
C 1.691 5.084 -0.764 -0.161
N 0.854 4.160 -0.120 0.165
C 0.971 2.791 -0.069 -0.344
N 2.226 2.313 -0.009 0.153
C 2.738 1.019 0.111 -0.185
C 2.028 -0.171 0.113 -0.226
C 2.715 -1.370 0.208 -0.148
C 4.092 -1.399 0.342 -0.081
C 4.806 -0.216 0.374 -0.020
C 4.144 0.986 0.234 -0.225
O 4.799 2.208 0.252 -0.120
C 5.833 2.344 -0.701 -0.068
N -0.073 2.033 -0.044 0.043
C -1.374 2.553 -0.057 -0.303
C -1.991 2.811 1.166 -0.061
C -3.298 3.244 1.217 -0.085
C -4.006 3.414 0.039 -0.074
C -3.406 3.162 -1.178 0.006
C -2.088 2.726 -1.252 -0.234
O -1.556 2.560 -2.506 -0.078
C -0.830 1.382 -2.792 -0.085
H 0.644 7.249 2.536 0.093
H 2.029 6.257 2.028 0.101
H 0.408 5.530 2.156 0.078
H 2.106 8.440 -0.877 0.122
H 3.617 7.803 -2.728 0.106
H 3.950 5.417 -3.260 0.104
H 2.680 3.694 -2.065 0.113
H -0.084 4.509 0.045 0.150
H 2.965 3.006 0.076 0.137
H 2.162 -2.296 0.196 0.052
H 4.606 -2.341 0.445 0.105
H 5.876 -0.226 0.521 0.115
H 6.580 1.555 -0.603 0.082
H 6.304 3.308 -0.519 0.095
H 5.428 2.316 -1.718 0.099
H -1.424 2.642 2.071 0.121
H -3.761 3.446 2.169 0.105
H -5.042 3.709 0.069 0.106
H -3.953 3.292 -2.097 0.122
H -0.914 1.236 -3.871 0.096
H -1.250 0.513 -2.276 0.068
H 0.230 1.466 -2.529 0.073
S -3.599 -3.165 0.618 0.500
C -2.244 -2.212 0.425 -1.942
S -2.528 -0.531 0.519 0.511
S -0.673 -2.774 0.164 0.580

4.
49
Properties=species:S:1:pos:R:3:lowdin_charge:R:1 method="wB97M-V/def2-TZVPD" smiles="Cc1cc(C)[n+]2c(c1)NC[C@@H](C(=O)c1ccc(-c3ccc(Br)cc3)cc1)C2" lumo_ev=-3.811 homo_lumo_gap_ev=6.81 total_charge=+1 homo_energy_ha=-0.3905
C 6.782 -1.868 2.402 -0.029
C 5.322 -2.137 2.070 -0.152
C 4.276 -1.597 3.084 0.062
C 2.890 -1.654 2.783 -0.212
C 1.898 -1.195 3.840 -0.018
N 2.489 -2.161 1.553 0.085
C 3.437 -2.910 0.762 -0.096
C 4.841 -2.783 0.898 0.029
N 2.891 -3.734 -0.322 0.072
C 1.471 -3.947 -0.529 -0.108
C 0.666 -2.701 -0.057 -0.231
C -0.846 -2.642 -0.388 -0.251
O -1.490 -3.711 -0.330 0.074
C -1.636 -1.346 -0.383 -0.122
C -1.015 -0.122 -0.757 -0.048
C -1.728 1.016 -0.771 -0.047
C -3.076 1.175 -0.342 -0.088
C -3.643 2.543 -0.302 -0.172
C -5.032 2.641 -0.063 0.007
C -5.706 3.877 -0.004 -0.124
C -4.928 4.957 -0.170 -0.659
Br -5.900 6.646 0.008 0.700
C -3.582 4.946 -0.329 -0.108
C -2.912 3.713 -0.448 -0.015
C -3.649 -0.051 0.244 -0.003
C -3.023 -1.251 0.071 -0.008
C 0.975 -2.386 1.357 -0.056
H 7.096 -2.442 3.335 0.129
H 7.363 -2.122 1.532 0.075
H 6.855 -0.811 2.470 0.078
H 4.572 -1.193 4.023 0.105
H 2.225 -1.355 4.887 0.103
H 1.843 -0.093 3.733 0.107
H 0.836 -1.572 3.767 0.097
H 5.516 -3.278 0.143 0.148
H 3.553 -4.487 -0.492 0.143
H 1.223 -4.120 -1.555 0.137
H 1.137 -4.668 0.139 0.108
H 1.079 -1.900 -0.646 0.128
H 0.018 -0.073 -1.077 0.112
H -1.154 1.927 -0.999 0.110
H -5.598 1.786 0.131 0.087
H -6.782 3.915 0.008 0.106
H -3.042 5.931 -0.550 0.138
H -1.861 3.751 -0.625 0.097
H -4.684 -0.135 0.524 0.102
H -3.273 -2.274 0.510 0.141
H 0.488 -1.499 1.761 0.130
H 0.557 -3.209 1.872 0.136

5.
56
Properties=species:S:1:pos:R:3:lowdin_charge:R:1 method="wB97M-V/def2-TZVPD" lumo_ev="-7.379 / -7.525" homo_lumo_gap_ev="6.97 / 6.83" spin_multiplicity=2 total_charge=+2 homo_energy_ha="-0.5273 / -0.5276"
Tc -0.282 -0.325 -0.364 1.457
C 1.945 -2.895 0.856 -0.145
N 0.765 -2.770 1.685 -0.044
C 0.762 -1.840 2.793 -0.137
C -0.443 -0.948 2.737 -0.277
N -0.977 -0.377 1.662 0.001
C -2.079 0.381 2.136 -0.193
C -2.980 1.240 1.502 -0.020
C -3.936 1.857 2.283 -0.051
C -4.019 1.647 3.666 -0.048
C -3.129 0.816 4.310 0.013
C -2.167 0.207 3.516 -0.170
N -1.125 -0.645 3.845 0.194
C 1.519 -2.851 -0.581 -0.271
N 0.559 -2.083 -1.101 -0.004
C 0.327 -2.567 -2.408 -0.188
C -0.658 -2.283 -3.350 -0.018
C -0.627 -2.984 -4.538 -0.038
C 0.342 -3.963 -4.797 -0.042
C 1.287 -4.296 -3.851 0.018
C 1.241 -3.586 -2.658 -0.160
N 1.961 -3.729 -1.479 0.205
H 2.480 -3.835 1.017 0.139
H 2.667 -2.108 1.074 0.090
H 0.379 -3.668 1.936 0.139
H 1.659 -1.218 2.776 0.104
H 0.768 -2.343 3.763 0.137
H -2.953 1.429 0.442 0.088
H -4.645 2.525 1.813 0.117
H -4.788 2.151 4.234 0.120
H -3.171 0.655 5.379 0.126
H -0.909 -0.993 4.767 0.185
H -1.456 -1.584 -3.166 0.089
H -1.382 -2.784 -5.287 0.121
H 0.328 -4.483 -5.745 0.122
H 2.013 -5.079 -4.020 0.128
H 2.656 -4.437 -1.293 0.189
O 0.078 0.400 -2.244 -0.220
N -0.961 0.739 -2.913 0.074
N -2.039 0.587 -2.292 -0.140
O -2.017 0.029 -1.039 -0.227
C -3.318 0.971 -2.822 -0.188
C -3.370 2.016 -3.733 0.001
C -4.609 2.355 -4.252 -0.039
C -5.748 1.669 -3.851 -0.039
C -5.664 0.636 -2.928 -0.043
C -4.436 0.270 -2.399 -0.005
H -2.476 2.548 -4.025 0.122
H -4.684 3.165 -4.964 0.122
H -6.711 1.945 -4.259 0.122
H -6.555 0.107 -2.621 0.120
H -4.353 -0.537 -1.684 0.120
Cl 1.992 0.322 0.530 0.725
C 0.690 1.417 0.086 -0.567
H 0.317 1.928 0.969 0.043
H 0.997 2.050 -0.737 0.042

| no. | DFT total energy (eV) |
| --- | --- |
| 1 | -57545.6729 |
| 2 | -59634.1240 |
| 3 | -71017.3025 |
| 4 | -99270.0248 |
| 5 | -53438.7902 |